ORCA calculation (ωB97M-V with the def2-TZVPD basis set) on C24H18AuBrClIP as an isolated structure.

```
47
Properties=species:S:1:pos:R:3
Au 0.427 -1.124 0.159
Cl 3.014 1.208 0.400
C 2.434 1.751 -1.141
C 3.352 2.223 -2.062
C 2.908 2.723 -3.275
C 1.554 2.756 -3.565
C 0.636 2.276 -2.647
C 1.056 1.763 -1.420
P -0.142 1.053 -0.250
C -0.138 2.123 1.203
C 0.426 3.394 1.189
C 0.406 4.164 2.342
C -0.173 3.671 3.502
C -0.749 2.408 3.514
C -0.727 1.632 2.368
C -1.741 1.292 -1.054
C -2.175 0.340 -1.976
C -3.361 0.535 -2.664
C -4.123 1.670 -2.421
C -3.706 2.606 -1.486
C -2.516 2.420 -0.799
H 4.409 2.201 -1.832
H 3.624 3.097 -3.994
H 1.213 3.153 -4.511
H -0.421 2.293 -2.875
H 0.873 3.790 0.285
H 0.844 5.153 2.334
H -0.175 4.271 4.403
H -1.209 2.022 4.414
H -1.175 0.644 2.363
H -1.577 -0.548 -2.152
H -3.697 -0.203 -3.380
H -5.050 1.821 -2.957
H -4.311 3.480 -1.284
H -2.189 3.148 -0.067
Br 1.427 -3.834 3.620
C 1.197 -5.304 2.453
C 0.939 -6.559 2.984
C 0.725 -7.639 2.142
C 0.722 -7.466 0.766
C 0.985 -6.219 0.225
C 1.246 -5.156 1.072
I 1.946 -3.354 0.186
H 0.911 -6.681 4.058
H 0.564 -8.619 2.568
H 0.524 -8.302 0.110
H 0.991 -6.072 -0.847
```

Energy above the lowest of the compared OMol25 structures with the same formula, charge and spin (eV): 0.099
HOMO level (eV): -11.87
Strongest force on any atom (eV/A): 0.52
Orbital gap (hartree): 0.3255
Charge: +1


ORCA calculation (ωB97M-V with the def2-TZVPD basis set) on an isolated molecule of C2H6BFS2 at a distorted geometry.

```
12
Properties=species:S:1:pos:R:3
C 1.064 -2.262 -0.882
S 1.172 -1.476 0.659
B 0.378 -0.107 -0.174
F -0.491 -0.195 -1.238
S 0.409 1.692 0.406
C -1.029 2.312 1.129
H 1.435 -1.666 -1.737
H -0.040 -2.384 -1.121
H 1.444 -3.208 -0.988
H -0.998 2.930 2.040
H -1.684 2.967 0.559
H -1.657 1.399 1.347
```

HOMO level (eV): -8.77
Strongest force on any atom (eV/A): 4.17
Structure (SMILES): CSB(F)SC
Orbital gap (hartree): 0.3299
Charge: 0


ORCA calculation (ωB97M-V with the def2-TZVPD basis set) on C21H16Cl3N5O4S2Y as an isolated structure at a distorted geometry.

```
52
Properties=species:S:1:pos:R:3
Y -0.440 -0.455 0.487
N -1.557 -2.355 4.374
C -0.867 -1.337 5.029
C -0.629 -1.118 6.380
C 0.118 0.000 6.689
C 0.606 0.856 5.686
C 0.360 0.625 4.350
C -0.399 -0.497 4.023
N -0.811 -1.003 2.782
C -1.475 -2.102 3.054
C -2.035 -2.947 1.989
C -2.719 -4.113 2.086
S -3.097 -4.682 0.520
C -2.337 -3.335 -0.164
N -1.817 -2.503 0.700
H -2.006 -3.148 4.798
H -1.000 -1.783 7.147
H 0.341 0.219 7.725
H 1.197 1.714 5.976
H 0.767 1.294 3.603
H -3.003 -4.654 2.974
H -2.269 -3.173 -1.231
C 3.740 2.145 -6.239
C 2.746 1.774 -5.174
C 1.587 1.068 -5.497
C 0.668 0.734 -4.520
C 0.917 1.115 -3.201
C 2.066 1.809 -2.851
C 2.968 2.136 -3.849
S -0.265 0.598 -2.041
O 0.054 1.325 -0.749
O -1.593 0.876 -2.510
N -0.085 -0.939 -1.730
C 1.332 -1.474 -1.723
C 2.192 -0.951 -0.555
O 3.275 -0.461 -0.708
O 1.540 -1.045 0.621
H 3.491 1.681 -7.192
H 4.745 1.830 -5.957
H 3.765 3.225 -6.387
H 1.405 0.783 -6.526
H -0.236 0.196 -4.773
H 2.263 2.071 -1.820
H 3.872 2.675 -3.592
H 1.837 -1.255 -2.663
H 1.247 -2.555 -1.627
Cl -3.987 3.941 1.867
C -3.572 3.244 0.300
Cl -2.325 4.169 -0.508
Cl -4.993 3.049 -0.711
C -3.015 1.884 0.571
N -2.567 0.850 0.767
```

Energy above the lowest of the compared OMol25 structures with the same formula, charge and spin (eV): 0.481
HOMO level (eV): -11.57
Strongest force on any atom (eV/A): 1.38
Orbital gap (hartree): 0.3102
Charge: +1


ORCA calculation (ωB97M-V with the def2-TZVPD basis set) on C10H15N3OPW as an isolated structure at a distorted geometry.

```
31
Properties=species:S:1:pos:R:3
C 0.519 2.515 -1.822
C -0.073 3.749 -1.535
C -1.161 3.932 -0.671
C -1.756 2.853 0.000
C -1.327 1.526 -0.118
W 0.674 1.473 -0.152
P 2.256 0.285 -1.567
H 1.061 2.414 -2.759
H 0.282 4.634 -2.075
H -1.609 4.928 -0.569
H -2.007 0.715 0.131
H -2.643 3.053 0.614
H 3.464 -0.291 -1.053
H 2.911 1.036 -2.593
H 1.874 -0.808 -2.399
C -1.897 -3.653 0.258
N -0.866 -2.705 0.658
C 0.068 -3.000 1.598
C 0.978 -2.039 2.003
C 0.868 -0.803 1.411
N 0.095 -0.551 0.369
C -0.896 -1.486 -0.015
O -1.747 -1.256 -0.863
N 1.611 0.391 1.655
H -1.779 -4.579 0.824
H -1.820 -3.862 -0.814
H -2.898 -3.244 0.440
H 0.005 -4.004 2.016
H 1.761 -2.236 2.726
H 2.628 0.240 1.708
H 1.424 0.772 2.595
```

Energy above the lowest of the compared OMol25 structures with the same formula, charge and spin (eV): 1.243
HOMO level (spin up / spin down) (eV): -9.11 / -10.68
Strongest force on any atom (eV/A): 2.54
2S+1: 3
Orbital gap (spin up / spin down) (hartree): 0.1812 / 0.2385
<S²>: 2.026
Charge: +1


- Among the records above, which one has the lowest strongest force on any atom?
  C24H18AuBrClIP